Record 1
The following is a quantum chemistry calculation of a 11-piece molecular cluster, C44H74BBr4NO28S5 overall at a distorted geometry, from the Open Molecules 2025 dataset.

Element x y z (Å)
C1 2.66 0.43 1.15
C2 2.01 -0.87 0.71
C3 0.99 -1.31 1.75
C4 -0.29 -0.47 1.81
C5 -0.93 -0.49 0.43
C6 -0.05 0.05 -0.74
N1 1.34 -0.57 -0.61
O1 2.07 -0.41 -1.54
C7 0.07 1.58 -0.56
C8 -0.65 -0.38 -2.04
C9 3.04 -2.06 0.48
H1 3.38 0.21 1.92
H2 2.04 1.22 1.58
H3 3.31 0.88 0.40
H4 1.43 -1.38 2.75
H5 0.67 -2.34 1.61
H6 -0.17 0.55 2.19
H7 -0.93 -0.91 2.58
H8 -1.84 0.12 0.45
H9 -1.36 -1.48 0.29
H10 -0.92 2.03 -0.49
H11 0.50 1.97 -1.48
H12 0.55 1.94 0.35
H13 -0.51 -1.45 -2.19
H14 -0.20 0.16 -2.87
H15 -1.72 -0.17 -2.14
H16 3.52 -2.10 -0.50
H17 2.47 -2.99 0.57
H18 3.87 -2.19 1.17
O2 -4.39 1.33 1.14
C10 -4.55 1.56 2.30
O3 -4.43 0.76 3.32
B1 -5.10 1.26 4.51
O4 -5.57 2.60 4.10
C11 -5.14 2.89 2.88
O5 -5.26 3.90 2.28
O6 -6.21 0.38 4.90
C12 -5.89 -0.15 6.08
O7 -6.55 -0.87 6.75
C13 -4.56 0.46 6.58
O8 -4.15 1.28 5.63
O9 -4.05 0.18 7.61
Br1 5.61 0.49 -4.52
C14 6.51 -0.45 -2.99
C15 6.31 0.20 -1.62
Br2 7.22 1.98 -1.72
H19 7.59 -0.46 -3.09
H20 6.17 -1.48 -3.11
H21 6.84 -0.36 -0.86
H22 5.26 0.38 -1.38
Br3 7.44 3.80 3.20
C16 7.36 2.14 2.19
C17 6.14 1.30 2.64
Br4 6.18 -0.54 1.91
H23 8.28 1.57 2.28
H24 7.16 2.27 1.13
H25 5.15 1.67 2.37
H26 6.03 1.33 3.72
O10 -2.34 2.30 -2.58
S1 -3.20 3.25 -1.95
O11 -2.66 4.20 -1.03
O12 -3.87 4.17 -3.18
C18 -4.27 3.39 -4.31
C19 -4.74 4.31 -5.44
C20 -4.66 2.49 -1.20
H27 -5.12 2.78 -4.01
H28 -3.47 2.75 -4.67
H29 -5.13 3.90 -6.37
H30 -4.00 5.05 -5.74
H31 -5.54 4.90 -5.00
H32 -4.43 1.53 -0.73
H33 -5.43 2.16 -1.90
H34 -5.08 3.19 -0.49
O13 2.72 -0.74 7.72
S2 3.01 -1.06 6.36
O14 3.12 -2.44 6.03
O15 1.93 -0.36 5.34
C21 1.79 1.05 5.29
C22 0.41 1.47 5.81
C23 4.48 -0.23 5.69
H35 1.79 1.31 4.23
H36 2.56 1.75 5.63
H37 0.19 2.53 5.69
H38 0.40 1.43 6.91
H39 -0.36 0.90 5.30
H40 4.40 -0.08 4.61
H41 5.34 -0.85 5.94
H42 4.63 0.78 6.06
O16 3.70 -2.82 -5.14
S3 2.56 -3.41 -4.54
O17 2.23 -3.17 -3.15
O18 1.25 -3.07 -5.48
C24 -0.01 -3.54 -4.96
C25 -1.09 -2.48 -5.11
C26 2.57 -5.18 -4.85
H43 0.11 -3.67 -3.88
H44 -0.22 -4.56 -5.29
H45 -1.96 -2.66 -4.49
H46 -1.34 -2.37 -6.17
H47 -0.76 -1.48 -4.83
H48 3.53 -5.64 -4.62
H49 2.21 -5.35 -5.86
H50 1.78 -5.61 -4.22
O19 -0.33 -3.81 -0.72
S4 -0.39 -5.21 -1.02
O20 -1.35 -5.97 -0.28
O21 -0.66 -5.37 -2.63
C27 -1.26 -6.59 -3.12
C28 -2.76 -6.46 -3.16
C29 1.29 -5.93 -1.02
H51 -1.07 -7.56 -2.64
H52 -0.75 -6.79 -4.06
H53 -3.19 -6.21 -2.19
H54 -3.21 -7.41 -3.46
H55 -3.06 -5.67 -3.86
H56 1.78 -5.83 -0.05
H57 1.90 -5.39 -1.75
H58 1.18 -6.99 -1.24
O22 0.74 5.01 0.95
S5 0.65 4.50 2.28
O23 1.23 3.26 2.73
O24 1.01 5.68 3.32
C30 0.97 7.04 2.86
C31 0.89 7.82 4.15
C32 -1.09 4.23 2.60
H59 0.20 7.30 2.14
H60 1.84 7.37 2.28
H61 0.73 8.88 3.95
H62 1.87 7.89 4.63
H63 0.16 7.50 4.90
H64 -1.58 5.09 2.16
H65 -1.27 4.20 3.67
H66 -1.34 3.33 2.04
C33 -4.80 -2.37 2.38
C34 -4.46 -2.03 1.13
C35 -4.20 -3.05 0.05
O25 -3.92 -2.78 -1.10
C36 -4.09 -4.40 0.57
C37 -4.33 -4.72 1.84
C38 -4.88 -3.79 2.81
O26 -5.38 -4.17 3.84
H67 -5.08 -1.57 3.06
H68 -4.46 -0.96 0.93
H69 -3.88 -5.22 -0.10
H70 -4.28 -5.76 2.13
C39 1.95 1.72 -4.35
C40 1.73 0.86 -5.36
C41 0.50 0.92 -6.18
O27 0.15 0.04 -6.93
C42 -0.39 2.05 -5.83
C43 -0.04 3.05 -5.02
C44 1.16 2.97 -4.15
O28 1.47 3.89 -3.44
H71 2.85 1.60 -3.76
H72 2.39 0.01 -5.46
H73 -1.33 2.10 -6.37
H74 -0.67 3.91 -4.84



Record 2
The following is a quantum chemistry calculation of a 12-piece molecular cluster, C44H76F4O28S8 overall at a distorted geometry, from the Open Molecules 2025 dataset.

Element x y z (Å)
C1 -2.24 -18.80 2.33
C2 -1.71 -20.23 1.96
C3 -0.22 -20.08 1.63
S1 0.03 -18.38 0.91
O1 0.25 -18.47 -0.49
O2 0.93 -17.66 1.84
C4 -1.66 -17.82 1.26
H1 -1.99 -18.50 3.35
H2 -3.33 -18.88 2.29
H3 -2.24 -20.58 1.08
H4 -1.82 -20.91 2.81
H5 0.12 -20.73 0.83
H6 0.36 -20.27 2.53
H7 -2.11 -18.12 0.31
H8 -1.84 -16.75 1.37
C5 6.07 -14.63 3.12
C6 5.07 -14.54 4.26
C7 5.64 -14.10 5.52
S2 7.47 -13.80 5.08
O3 8.21 -14.40 6.18
O4 7.60 -12.41 4.71
C8 7.48 -14.85 3.62
H9 6.06 -13.70 2.55
H10 5.86 -15.45 2.42
H11 4.57 -15.50 4.37
H12 4.40 -13.77 3.88
H13 5.82 -14.93 6.21
H14 5.09 -13.30 6.02
H15 7.68 -15.87 3.91
H16 8.34 -14.53 3.03
C9 8.50 -15.76 9.55
C10 7.72 -14.91 10.47
C11 6.57 -15.67 11.15
S3 6.56 -17.42 10.51
O5 5.25 -17.83 10.12
O6 7.38 -18.32 11.41
C12 7.59 -16.89 9.04
H17 9.35 -16.18 10.07
H18 9.07 -15.14 8.86
H19 7.24 -14.14 9.88
H20 8.29 -14.28 11.14
H21 5.55 -15.42 10.84
H22 6.62 -15.77 12.23
H23 6.88 -16.51 8.30
H24 8.05 -17.74 8.53
C13 1.17 -22.97 7.45
C14 2.34 -22.85 6.49
C15 1.99 -22.85 5.02
S4 0.18 -22.86 4.93
O7 -0.28 -23.92 4.00
O8 -0.34 -21.49 4.84
C16 0.01 -23.53 6.69
H25 0.90 -21.96 7.75
H26 1.35 -23.50 8.39
H27 2.89 -23.78 6.62
H28 3.00 -22.02 6.78
H29 2.16 -23.86 4.64
H30 2.33 -22.13 4.28
H31 0.28 -24.59 6.72
H32 -1.03 -23.56 7.03
C17 7.46 -21.34 8.96
C18 7.83 -22.36 7.82
C19 9.31 -22.35 7.54
S5 9.97 -22.02 9.30
O9 11.21 -21.17 9.13
O10 10.03 -23.39 9.90
C20 8.54 -21.22 10.04
H33 6.49 -21.65 9.33
H34 7.28 -20.40 8.45
H35 7.23 -22.10 6.95
H36 7.46 -23.36 8.04
H37 9.51 -21.56 6.82
H38 9.71 -23.28 7.14
H39 8.71 -20.16 10.26
H40 8.34 -21.78 10.95
C21 3.00 -15.20 9.02
C22 2.34 -14.28 7.96
C23 0.94 -14.09 8.43
S6 0.28 -15.79 8.82
O11 -0.07 -16.54 7.62
O12 -0.67 -15.77 9.97
C24 2.02 -16.33 9.47
H41 3.28 -14.61 9.90
H42 3.93 -15.62 8.64
H43 2.37 -14.69 6.95
H44 2.82 -13.31 7.85
H45 0.18 -13.62 7.81
H46 0.85 -13.54 9.37
H47 2.27 -17.31 9.07
H48 1.99 -16.36 10.56
C25 1.16 -14.68 3.23
C26 0.00 -14.90 4.18
C27 -1.16 -13.98 3.67
S7 -0.30 -12.40 3.26
O13 -0.27 -11.58 4.42
O14 -0.73 -11.86 1.98
C28 1.30 -13.17 2.99
H49 0.91 -15.22 2.32
H50 2.10 -15.13 3.53
H51 0.20 -14.76 5.24
H52 -0.25 -15.96 4.15
H53 -1.98 -13.80 4.37
H54 -1.48 -14.35 2.69
H55 2.04 -12.70 3.64
H56 1.52 -12.96 1.94
C29 2.79 -18.02 6.10
C30 3.07 -18.23 4.65
C31 4.37 -19.07 4.61
S8 5.54 -18.48 5.82
O15 6.43 -17.43 5.23
O16 6.16 -19.68 6.43
C32 4.12 -17.82 6.89
H57 2.22 -18.87 6.48
H58 2.15 -17.14 6.10
H59 3.34 -17.34 4.09
H60 2.21 -18.63 4.12
H61 4.89 -19.12 3.65
H62 4.20 -20.04 5.07
H63 4.43 -16.78 7.02
H64 4.31 -18.26 7.87
C33 4.23 -22.03 -0.82
C34 3.77 -20.58 -1.08
O17 3.60 -20.07 0.28
C35 3.39 -21.03 1.16
O18 3.00 -20.86 2.33
O19 3.63 -22.29 0.46
F1 2.58 -20.53 -1.80
H65 5.32 -21.92 -0.88
H66 3.90 -22.77 -1.54
H67 4.54 -20.05 -1.65
C36 7.84 -18.52 2.40
C37 8.94 -18.10 1.37
O20 8.30 -18.42 0.14
C38 7.42 -19.39 0.42
O21 6.83 -19.97 -0.47
O22 7.13 -19.52 1.71
F2 10.12 -18.74 1.51
H68 7.12 -17.71 2.52
H69 8.27 -18.70 3.38
H70 9.09 -17.02 1.42
C39 2.98 -16.25 -0.73
C40 3.69 -16.06 0.61
O23 3.73 -14.66 0.69
C41 3.81 -14.10 -0.57
O24 4.13 -12.95 -0.79
O25 3.59 -15.06 -1.46
F3 4.89 -16.56 0.53
H71 1.90 -16.19 -0.57
H72 3.26 -17.18 -1.23
H73 3.07 -16.62 1.31
C42 9.98 -17.02 6.34
C43 10.28 -18.55 6.21
O26 11.19 -18.62 5.18
C44 11.19 -17.44 4.53
O27 11.69 -17.22 3.38
O28 10.65 -16.50 5.21
F4 9.17 -19.16 5.86
H74 10.40 -16.72 7.30
H75 8.92 -16.79 6.32
H76 10.69 -18.98 7.12

Structure (SMILES): O=C1OC[C@@H](F)O1.O=C1OC[C@@H](F)O1.O=C1OC[C@@H](F)O1.O=C1OC[C@@H](F)O1.O=S1(=O)CCCC1.O=S1(=O)CCCC1.O=S1(=O)CCCC1.O=S1(=O)CCCC1.O=S1(=O)CCCC1.O=S1(=O)CCCC1.O=S1(=O)CCCC1.O=S1(=O)CCCC1
Energy relative to the best compared isomer or geometry (same formula, charge and spin) (kcal/mol): 0.0



Ordered gap between HOMO and LUMO results: 5.485; 10.052; unit eV.
Ordered HOMO results: -8.9512; -10.1793; unit eV.